An isolated ion of composition CH7N4O and charge +1 at a distorted geometry, computed with the ωB97M-V functional and the def2-TZVPD basis.

Its SMILES is NON(N)C=[NH2+]. For the relative energy (zero: lowest compared OMol25 entry of this formula, charge and spin), the calculation gives 3.119 eV. The value obtained for the total energy is -9146.9245 eV. The calculation puts the molar mass at 91.1 g/mol. The calculation puts the HOMO energy at -14.32 eV. As for the HOMO-LUMO gap: 0.3800 hartree.

```
! wB97M-V def2-TZVPD RIJCOSX def2/J DEFGRID3
* xyz 1 1
N 2.238 -0.138 -0.321
O 1.277 -0.830 0.341
N -0.010 -0.102 0.183
N 0.065 1.227 0.165
C -1.145 -0.786 0.020
N -2.314 -0.231 -0.126
H 2.633 -0.479 -1.278
H 2.905 -0.028 0.385
H 0.980 1.442 -0.186
H -0.177 1.607 1.209
H -0.930 -1.799 -0.476
H -3.219 -0.726 0.020
H -2.303 0.843 0.064
*
```